{"formula": "C3H5N3O", "method": "ωB97M-V/def2-TZVPD", "homo_lumo_gap_ha": [0.298, 0.298], "energy_ev": -9707.654, "elements": ["N", "C", "N", "C", "O", "C", "N", "H", "H", "H", "H", "H"], "coordinates": [[-1.892, -1.015, 0.760], [-0.996, -0.711, -0.173], [0.279, -1.017, 0.027], [1.196, -0.124, -0.156], [2.515, -0.434, -0.236], [0.763, 1.210, -0.444], [-0.499, 1.402, -0.236], [-1.650, -1.188, 1.728], [-2.869, -0.888, 0.556], [2.576, -1.400, -0.209], [1.444, 1.914, -0.926], [-0.840, 2.262, -0.666]]}

{"formula": "C3H5N3O", "method": "ωB97M-V/def2-TZVPD", "homo_lumo_gap_ha": 0.345, "smiles": "N[C@H]1N=CNC1=O", "energy_ev": -9708.599, "elements": ["C", "C", "C", "N", "N", "N", "O", "H", "H", "H", "H", "H"], "coordinates": [[-1.525, 0.229, 0.637], [0.636, -0.479, 0.894], [0.369, 0.735, -0.493], [-1.050, 0.840, -0.357], [-0.644, -0.532, 1.353], [0.831, 0.347, -1.741], [1.588, -1.149, 1.214], [-2.596, 0.042, 0.604], [0.864, 1.622, -0.331], [-0.927, -1.409, 1.746], [0.626, -0.615, -1.972], [1.827, 0.370, -1.553]]}

{"formula": "C3H5N3O", "method": "ωB97M-V/def2-TZVPD", "homo_lumo_gap_ha": [0.290, 0.290], "energy_ev": -9702.955, "elements": ["C", "C", "C", "O", "N", "N", "N", "H", "H", "H", "H", "H"], "coordinates": [[0.681, 0.572, -1.133], [-0.292, 0.577, 1.049], [0.561, -0.535, 1.565], [-1.519, -0.735, -0.343], [-1.002, 0.575, -0.076], [1.573, -0.241, 0.901], [0.740, -0.325, -1.929], [-2.278, -0.544, -0.908], [0.224, -1.195, -1.917], [1.067, 1.557, -0.975], [-0.109, 1.576, 1.431], [0.355, -1.281, 2.335]]}

{"formula": "C3H5N3O", "method": "ωB97M-V/def2-TZVPD", "homo_lumo_gap_ha": 0.357, "smiles": "[H]/N=C1/NN=CCO1", "energy_ev": -9708.139, "elements": ["C", "C", "C", "H", "H", "H", "H", "H", "N", "N", "N", "O"], "coordinates": [[-1.183, -0.188, -0.117], [1.526, -0.357, -0.077], [0.951, 1.051, 0.022], [-2.788, 0.829, 0.120], [-0.982, -2.176, 0.008], [2.589, -0.546, 0.079], [1.149, 1.539, 0.982], [1.277, 1.823, -0.731], [-2.461, -0.168, 0.027], [-0.473, -1.348, -0.078], [0.871, -1.430, -0.052], [-0.478, 0.971, -0.184]]}

{"formula": "C3H5N3O", "method": "ωB97M-V/def2-TZVPD", "homo_lumo_gap_ha": 0.314, "smiles": "Nc1c[nH]c(O)n1", "energy_ev": -9709.884, "elements": ["N", "C", "C", "N", "C", "O", "N", "H", "H", "H", "H", "H"], "coordinates": [[-1.108, 1.912, 0.101], [-0.494, 0.668, -0.009], [0.231, 0.253, -1.086], [0.890, -0.904, -0.653], [0.488, -1.094, 0.620], [0.973, -2.137, 1.310], [-0.364, -0.204, 1.055], [-0.932, 2.456, -0.731], [-2.070, 1.955, 0.405], [0.142, 0.513, -2.127], [1.745, -1.273, -1.039], [0.499, -2.146, 2.154]]}

{"formula": "C3H5N3O", "method": "ωB97M-V/def2-TZVPD", "homo_lumo_gap_ha": [0.311, 0.308], "energy_ev": -9703.638, "elements": ["C", "C", "C", "N", "N", "N", "O", "H", "H", "H", "H", "H"], "coordinates": [[0.787, 0.371, 0.328], [2.243, 0.523, 0.008], [-1.221, -0.858, 0.164], [2.999, -1.639, 0.610], [2.717, 1.682, -0.203], [0.161, -0.651, 0.026], [3.058, -0.659, -0.091], [0.413, 1.226, 0.751], [-1.959, -0.202, -0.483], [-1.375, -0.574, 1.150], [-1.464, -1.899, 0.112], [3.739, 1.595, -0.327]]}

{"formula": "C3H5N3O", "method": "ωB97M-V/def2-TZVPD", "homo_lumo_gap_ha": 0.353, "energy_ev": -9705.157, "elements": ["O", "C", "C", "N", "N", "C", "N", "H", "H", "H", "H", "H"], "coordinates": [[-2.126, 0.879, 0.448], [-1.980, -0.474, 0.108], [0.144, -0.073, -0.567], [1.049, 0.682, -0.918], [2.202, 0.389, -0.147], [2.192, -0.501, 0.795], [-0.680, -0.940, -0.363], [-2.117, 1.452, -0.332], [-2.708, -0.763, -0.656], [-2.147, -1.031, 1.011], [2.953, 0.938, -0.546], [3.220, -0.557, 1.169]]}

{"formula": "C3H5N3O", "method": "ωB97M-V/def2-TZVPD", "homo_lumo_gap_ha": 0.321, "smiles": "Nc1c[nH]c(=O)[nH]1", "energy_ev": -9710.245, "elements": ["N", "C", "C", "N", "C", "O", "N", "H", "H", "H", "H", "H"], "coordinates": [[2.066, -0.222, -0.029], [0.673, 0.022, -0.015], [-0.096, 1.138, -0.053], [-1.429, 0.691, 0.013], [-1.508, -0.668, 0.106], [-2.559, -1.280, 0.214], [-0.192, -1.079, 0.069], [2.456, -0.308, -0.965], [2.599, 0.461, 0.502], [0.231, 2.169, -0.157], [-2.336, 1.106, 0.096], [0.094, -2.030, 0.219]]}

{"formula": "C3H5N3O", "method": "ωB97M-V/def2-TZVPD", "homo_lumo_gap_ha": 0.338, "smiles": "N=C=CNC(N)=O", "energy_ev": -9709.061, "elements": ["N", "C", "C", "N", "C", "O", "N", "H", "H", "H", "H", "H"], "coordinates": [[-0.148, -1.535, -1.725], [0.584, -0.626, -1.315], [0.968, 0.552, -0.857], [0.682, 1.015, 0.432], [-0.327, 0.598, 1.294], [-0.352, 1.002, 2.445], [-1.255, -0.259, 0.780], [-1.280, -0.603, -0.170], [0.239, -2.476, -1.678], [1.549, 1.210, -1.492], [1.312, 1.673, 0.863], [-1.972, -0.550, 1.422]]}

{"formula": "C3H5N3O", "method": "ωB97M-V/def2-TZVPD", "homo_lumo_gap_ha": 0.316, "smiles": "N/C(=C/[O-])C1=N[NH2+]1", "energy_ev": -9706.250, "elements": ["N", "C", "C", "O", "N", "C", "N", "H", "H", "H", "H", "H"], "coordinates": [[0.127, 1.565, 0.147], [0.506, 0.186, 0.136], [1.867, -0.303, 0.163], [2.188, -1.481, 0.151], [-0.988, -1.946, 0.086], [-0.473, -0.763, 0.104], [-1.913, -0.734, 0.076], [0.438, 2.035, 0.992], [0.519, 2.070, -0.642], [2.641, 0.500, 0.198], [-2.400, -0.537, -0.792], [-2.431, -0.547, 0.929]]}

{"formula": "C3H5N3O", "method": "ωB97M-V/def2-TZVPD", "homo_lumo_gap_ha": [0.335, 0.336], "energy_ev": -9705.585, "elements": ["O", "C", "C", "N", "N", "C", "N", "H", "H", "H", "H", "H"], "coordinates": [[-1.605, 0.942, -0.748], [-1.951, -0.349, -0.350], [-0.490, -0.559, -0.142], [0.046, 0.125, -1.285], [1.173, 0.557, -0.844], [1.395, 0.229, 0.579], [0.254, -0.593, 0.892], [1.378, 1.141, 1.190], [-2.421, -0.960, -1.132], [-2.515, -0.406, 0.587], [1.788, 1.063, -1.464], [2.357, -0.278, 0.707]]}

{"formula": "C3H5N3O", "method": "ωB97M-V/def2-TZVPD", "homo_lumo_gap_ha": 0.268, "energy_ev": -9707.216, "elements": ["N", "C", "C", "N", "C", "O", "N", "H", "H", "H", "H", "H"], "coordinates": [[-1.618, -1.208, -1.001], [-0.888, -0.543, -0.094], [-0.699, -0.072, 1.185], [0.518, 0.676, 1.128], [1.005, 0.614, -0.110], [2.154, 1.211, -0.442], [0.204, -0.106, -0.865], [-2.345, -1.838, -0.694], [-0.387, -0.741, -1.720], [-1.284, -0.118, 2.087], [0.999, 1.109, 1.899], [2.339, 1.017, -1.371]]}

{"formula": "C3H5N3O2S", "method": "ωB97M-V/def2-TZVPD", "homo_lumo_gap_ha": 0.331, "energy_ev": -22588.428, "elements": ["C", "C", "C", "N", "N", "N", "O", "O", "S", "H", "H", "H", "H", "H"], "coordinates": [[-1.959, 0.025, 0.076], [-1.916, -2.796, 0.427], [0.186, 0.687, 0.689], [-1.018, 0.050, 0.902], [-1.277, -3.725, 0.229], [0.781, 0.927, 1.902], [-2.026, 0.564, -1.170], [-0.059, 2.040, -0.032], [-0.752, 1.822, -1.599], [-3.018, -0.452, 0.339], [0.874, 0.216, 0.062], [-0.927, -4.628, -0.085], [0.274, 1.316, 2.653], [1.767, 1.104, 1.656]]}

{"formula": "C3H5N3OS", "method": "ωB97M-V/def2-TZVPD", "homo_lumo_gap_ha": 0.304, "smiles": "N/C=N\\C(C=O)=N/S", "energy_ev": -20541.172, "elements": ["C", "C", "C", "H", "H", "H", "H", "H", "N", "N", "N", "O", "S"], "coordinates": [[1.200, -1.687, 0.001], [-0.118, 0.453, -0.208], [0.920, 1.645, -0.191], [2.315, -0.121, 0.375], [3.489, -1.370, 0.352], [1.136, -2.795, 0.278], [0.197, 2.536, -0.585], [-3.507, 0.589, 0.268], [2.407, -1.127, -0.176], [0.135, -0.972, -0.106], [-1.325, 0.821, -0.187], [2.105, 1.615, 0.366], [-2.563, -0.330, 0.129]]}

{"formula": "C3H5N3OS", "method": "ωB97M-V/def2-TZVPD", "homo_lumo_gap_ha": 0.339, "smiles": "ONc1n[nH]cc1S", "energy_ev": -20541.126, "elements": ["C", "C", "C", "H", "H", "H", "H", "H", "N", "N", "N", "O", "S"], "coordinates": [[-0.742, -0.423, 0.075], [-0.065, 1.093, 1.645], [0.274, 0.615, 0.307], [0.362, -0.631, -2.551], [-1.478, -1.879, -0.842], [-1.381, 0.077, 3.095], [0.398, 1.843, 2.339], [2.794, 0.015, 0.222], [-0.556, -1.347, -0.963], [-1.533, -0.671, 1.170], [-1.088, 0.258, 2.052], [-0.520, -0.577, -2.296], [1.807, 0.613, -0.742]]}

{"formula": "C3H5N3OS", "method": "ωB97M-V/def2-TZVPD", "homo_lumo_gap_ha": 0.331, "smiles": "C=N/N=C(\\N)C(=O)S", "energy_ev": -20541.680, "elements": ["C", "C", "C", "H", "H", "H", "H", "H", "N", "N", "N", "O", "S"], "coordinates": [[-0.571, 0.533, -0.048], [2.462, -0.974, -0.253], [-2.094, 0.024, -0.323], [0.511, 2.178, 0.649], [-1.394, 2.386, 0.839], [2.323, -2.019, -0.514], [3.508, -0.621, -0.294], [-0.895, -2.017, 0.575], [-0.555, 1.892, 0.118], [0.288, -0.401, -0.187], [1.601, 0.001, -0.122], [-3.034, 0.765, -0.522], [-2.149, -1.746, 0.081]]}

{"formula": "C3H5N3OS", "method": "ωB97M-V/def2-TZVPD", "homo_lumo_gap_ha": 0.354, "energy_ev": -20542.084, "elements": ["C", "C", "C", "H", "H", "H", "H", "H", "N", "N", "N", "O", "S"], "coordinates": [[1.844, 1.101, 0.864], [-0.324, -1.128, 0.401], [-1.731, 0.235, 0.003], [1.245, 0.631, 1.826], [1.092, 1.883, 0.432], [2.939, 1.548, 1.114], [0.175, -1.991, 0.851], [-0.889, 1.033, -1.600], [0.282, -0.519, -0.650], [-1.585, -0.912, 0.663], [-0.538, 0.578, -0.648], [-2.887, 0.717, -0.042], [2.043, -0.258, -0.340]]}

{"formula": "C3H5N3OS", "method": "ωB97M-V/def2-TZVPD", "homo_lumo_gap_ha": 0.322, "energy_ev": -20539.166, "elements": ["C", "C", "C", "H", "H", "H", "H", "H", "N", "N", "N", "O", "S"], "coordinates": [[0.586, -1.960, 0.097], [1.018, -0.758, -0.372], [0.086, 0.364, -0.119], [-1.283, 1.438, 1.134], [-2.956, -0.088, 0.734], [-0.875, -1.921, 1.790], [0.917, -2.929, 0.285], [2.219, 0.785, -0.853], [-1.794, 0.194, 1.259], [-0.887, -0.299, 0.389], [-0.645, -1.659, 0.772], [2.113, -0.265, -1.154], [-0.112, 1.957, -0.527]]}

{"formula": "C3H5N3S", "method": "ωB97M-V/def2-TZVPD", "homo_lumo_gap_ha": 0.282, "smiles": "[H]/N=C/N/C(C=S)=N/[H]", "energy_ev": -18492.681, "elements": ["C", "C", "C", "H", "H", "H", "H", "H", "N", "N", "N", "S"], "coordinates": [[1.469, -1.110, -0.072], [-0.433, 0.632, -0.087], [-1.835, 0.515, 0.075], [3.314, -1.087, 0.057], [1.320, -2.148, 0.687], [-0.765, -1.206, -0.185], [-0.557, 2.610, -0.160], [-2.371, 1.519, 0.774], [2.475, -0.298, -0.384], [0.180, -0.562, -0.116], [0.085, 1.892, -0.293], [-2.884, -0.758, -0.296]]}

{"formula": "C3H5N3S", "method": "ωB97M-V/def2-TZVPD", "homo_lumo_gap_ha": 0.345, "smiles": "CSc1nc[nH]n1", "energy_ev": -18497.364, "elements": ["C", "C", "C", "H", "H", "H", "H", "H", "N", "N", "N", "S"], "coordinates": [[0.730, 1.112, -1.989], [0.379, 0.145, 0.501], [-0.431, -0.951, 2.100], [0.689, 0.103, -2.387], [1.349, 1.721, -2.633], [-0.284, 1.501, -1.941], [-0.634, -1.436, 3.046], [-2.017, -1.667, 0.898], [0.581, -0.156, 1.816], [-1.179, -1.127, 1.002], [-0.687, -0.418, -0.044], [1.503, 1.172, -0.369]]}

Summary of ΔE to the lowest compared entry with this formula, charge and spin in eV
2.930; 1.985; 7.628; 2.444; 0.700; 6.946; 5.427; 0.339; 1.523; 4.334; 4.998; 3.368; 2.799; 4.487; 4.534; 3.979; 3.575; 6.494; 5.217; 0.534
(order as listed above)